Computed, not measured: a 2-piece molecular cluster, C22H21BCl4N2O overall at a distorted geometry, with wB97M-V/def2-TZVPD.

**Total energy**: -2901.392554 a.u.
**Highest occupied orbital energy**: -6.5 eV
**Gap between HOMO and LUMO**: 4.00 eV

Atoms and positions in Å:
Cl1 2.27 0.05 5.88
B1 1.44 -1.62 5.62
Cl2 1.73 -2.41 3.98
Cl3 2.06 -2.83 6.94
O1 -0.01 -1.38 5.80
C1 -0.91 -2.28 5.92
C2 -2.15 -2.24 5.18
C3 -2.81 -3.43 4.76
C4 -4.13 -3.38 4.32
C5 -4.80 -2.15 4.23
C6 -4.08 -0.97 4.43
C7 -2.75 -0.99 4.86
H1 -0.72 -3.18 6.55
H2 -2.26 -4.38 4.85
H3 -4.66 -4.31 4.08
H4 -5.88 -2.13 4.03
H5 -4.59 -0.01 4.28
H6 -2.20 -0.07 5.04
C8 0.34 2.11 9.12
N1 -0.40 1.04 9.77
C9 0.11 -0.31 9.89
H7 -0.04 -0.89 8.92
C10 1.58 -0.36 10.24
C11 2.07 0.17 11.44
C12 3.44 0.07 11.72
Cl4 4.01 0.78 13.17
C13 4.32 -0.59 10.84
C14 3.81 -1.10 9.65
C15 2.46 -0.94 9.35
N2 -0.75 -0.86 10.92
C16 -0.43 -2.08 11.63
C17 -1.60 0.08 11.42
C18 -1.37 1.28 10.71
C19 -1.84 2.50 11.20
C20 -2.54 2.48 12.41
C21 -2.76 1.28 13.12
C22 -2.29 0.06 12.62
H8 -0.22 3.04 9.26
H9 1.34 2.24 9.56
H10 0.43 1.86 8.06
H11 1.41 0.66 12.15
H12 5.38 -0.68 11.10
H13 4.45 -1.63 8.94
H14 2.05 -1.28 8.40
H15 -1.14 -2.21 12.45
H16 -0.50 -2.91 10.92
H17 0.59 -2.04 12.06
H18 -1.62 3.41 10.64
H19 -2.90 3.42 12.83
H20 -3.29 1.30 14.07
H21 -2.42 -0.89 13.14

Mulliken atomic charge list, values in e, 6 entries:
1. Cl -0.284
2. B 0.717
3. Cl -0.294
4. Cl -0.360
5. O -0.481
6. C -0.055